No. 1
C5H12Cl8NO3Sn | ωB97M-V with the def2-TZVPD basis set

Geometry (Å):
Sn -2.5180 -2.8564 0.4904
O -0.6909 -0.5807 0.1264
H -0.5668 -0.2488 -0.7841
C 1.7921 -2.0729 1.6434
N 1.0402 -2.4546 2.8774
O 1.7028 -2.8927 3.8326
O -0.1704 -2.4735 2.7825
H 1.2954 -2.5381 0.7919
H 2.8600 -2.2425 1.7810
H 1.6114 -1.0018 1.5528
C -0.9462 1.0093 2.6895
Cl -2.4477 0.1024 2.8857
Cl -0.5131 1.8966 4.1638
H -0.1324 0.2999 2.5393
H -0.9999 1.5883 1.7675
C 1.2404 -1.2569 -2.6768
Cl 2.8799 -0.7781 -2.2531
Cl 0.7041 -0.5142 -4.1839
H 1.3008 -2.3382 -2.7999
H 0.5678 -0.9799 -1.8650
C 1.0927 2.2744 -0.2963
Cl 1.0563 3.3091 1.1877
Cl 1.5925 3.2314 -1.7491
H 1.8932 1.5828 -0.0336
H 0.1636 1.7411 -0.4973
C -2.7648 1.4599 -2.7807
Cl -4.0784 2.5645 -2.2801
Cl -1.3593 2.3976 -3.3203
H -2.4788 0.8420 -1.9295
H -3.1260 0.9299 -3.6621

Force components x, y, z for each atom (eV/Å):
Sn 2.4 3.1 0.5
O -1.5 -2.0 -0.1
H -0.5 -0.4 0.4
C -0.1 1.1 0.3
N 2.7 -2.3 0.7
O -1.8 1.4 -1.7
O -1.2 0.0 0.3
H 0.3 -0.1 0.2
H -0.3 -0.3 -0.1
H 0.1 0.0 -0.2
C 1.3 -0.3 -0.1
Cl -0.5 -0.5 -0.1
Cl -0.4 0.0 -0.6
H -0.4 -0.1 0.0
H -0.3 0.4 0.6
C 0.2 -0.3 -0.1
Cl 0.2 0.3 0.3
Cl -0.1 -0.1 0.1
H -0.3 0.2 -0.1
H 0.3 -0.1 -0.3
C 1.2 0.6 0.1
Cl -0.5 -0.3 -0.7
Cl -0.3 -0.7 0.9
H -0.1 -0.1 -0.6
H -0.1 0.5 0.2
C -0.2 0.8 -0.5
Cl 0.2 -0.4 0.1
Cl 0.0 -0.2 0.2
H -0.1 0.0 -0.2
H 0.1 -0.2 0.4

**Relative energy (zero: lowest compared OMol25 entry of this formula, charge and spin)**: 0.0 kcal/mol
**E_LUMO**: -7.912 eV
**Net charge**: +1
**HOMO-LUMO gap**: 5.08 eV
**Spin multiplicity**: 1
**E_HOMO**: -12.9910 eV

Results of the natural (NBO) charge analysis, in e, for atoms 1 through 5: number 1, Sn, carries 1.6037; number 2, O, carries -1.1153; number 3, H, carries 0.4330; number 4, C, carries -0.4769; number 5, N, carries 0.5350


No. 2
C3H11NOS2 | ωB97M-V with the def2-TZVPD basis set

Geometry (Å):
S -2.4415 1.5571 1.4361
S -0.4658 1.0177 1.8426
C -0.3090 -0.7670 1.9240
C -0.2105 -1.4100 0.5546
N 0.8568 -0.8284 -0.2417
C 1.4716 -1.4007 -1.4634
H -2.3803 2.8147 1.9966
H 0.4670 -1.0420 2.6199
H -1.3031 -1.0077 2.3193
H -1.1536 -1.2912 -0.0052
H -0.0524 -2.5251 0.5528
H 1.7122 -0.6906 0.2815
H 2.4821 -1.7928 -1.3000
H 1.7042 -0.6700 -2.2601
H 0.7145 -2.0929 -1.8623
H -0.7326 2.7327 -1.8720
H -0.1591 3.8718 -2.7073
O -0.2004 3.5242 -1.8153

Force components x, y, z for each atom (eV/Å):
S -0.3 0.1 0.0
S 1.5 1.6 0.1
C -2.4 -0.1 -0.7
C 0.7 -1.5 -1.8
N 2.3 1.3 -0.5
C -1.4 0.0 -0.3
H 0.2 -1.0 -0.1
H 0.3 0.1 0.2
H 0.4 -0.7 0.4
H 0.2 0.2 0.3
H -0.3 0.6 0.8
H -0.7 0.5 1.0
H -0.5 -0.8 0.3
H -0.8 0.3 0.4
H 0.8 -0.3 -0.3
H -0.2 -0.3 0.0
H 0.0 0.0 -0.2
O 0.2 0.3 0.2

**Relative energy (zero: lowest compared OMol25 entry of this formula, charge and spin)**: 37.1 kcal/mol
**E_LUMO**: 0.575 eV
**Net charge**: 0
**HOMO-LUMO gap**: 8.48 eV
**SMILES**: CNCCSS.O
**Spin multiplicity**: 1
**E_HOMO**: -7.9093 eV

Results of the natural (NBO) charge analysis, in e, for atoms 1 through 5: number 1, S, carries -0.1780; number 2, S, carries 0.0988; number 3, C, carries -0.5518; number 4, C, carries -0.2246; number 5, N, carries -0.6413


No. 3
C4H13NOP | ωB97M-V with the def2-TZVPD basis set

Geometry (Å):
C 2.4615 -1.3503 -2.3448
C -2.6481 -0.3842 1.1075
C -1.4136 2.3235 1.5541
C 1.6310 -1.0117 -1.2194
N 2.1001 -0.7618 -0.0686
O 0.1149 -0.0087 1.1410
P -1.1475 0.7167 0.7707
H 3.5870 -1.4894 -1.9055
H 2.3224 -0.6048 -3.2148
H 2.2003 -2.2496 -2.9958
H -2.6319 -0.4343 2.3164
H -3.5146 0.0534 0.6760
H -2.3666 -1.3190 0.4912
H -0.6574 3.0239 1.3307
H -2.3305 2.5806 1.3076
H -1.4139 2.2977 2.6537
H 0.6124 -1.0848 -1.4125
H -1.1727 0.8446 -0.5582
H 1.1896 -0.5202 0.5464
H 3.0775 -0.6215 -0.1757

Force components x, y, z for each atom (eV/Å):
C 3.1 -0.4 -2.2
C 3.2 0.0 1.4
C 3.5 -2.4 1.9
C 0.9 -1.3 -0.9
N -1.8 0.0 -1.5
O 0.1 -0.1 0.4
P -1.6 -1.2 2.2
H -2.5 0.5 -1.8
H 0.7 -0.4 1.6
H 0.0 0.6 1.6
H -0.4 -0.5 -3.1
H -0.9 0.4 0.0
H -0.6 1.1 1.6
H 0.7 0.9 -0.8
H -4.4 1.8 -1.5
H 0.1 -0.7 -0.2
H -2.1 0.1 0.3
H -0.2 0.7 -1.8
H 0.9 0.8 1.3
H 1.2 0.1 1.4

**Relative energy (zero: lowest compared OMol25 entry of this formula, charge and spin)**: 30.3 kcal/mol
**E_LUMO**: -3.510 eV
**Net charge**: +1
**HOMO-LUMO gap**: 11.01 eV
**Spin multiplicity**: 1
**E_HOMO**: -14.5156 eV

Results of the natural (NBO) charge analysis, in e, for atoms 1 through 5: number 1, C, carries -0.7303; number 2, C, carries -0.9479; number 3, C, carries -0.9722; number 4, C, carries 0.2646; number 5, N, carries -0.6085